Record 1
Formula: C34H48CoNO6P2S
Source: OMol25
Level of theory: ωB97M-V/def2-TZVPD

The geometry in XYZ format:
```
93
Properties=species:S:1:pos:R:3:mulliken_spin:R:1
Co -0.495 0.479 0.076 2.709
C -4.060 -1.744 -2.962 0.000
C -3.300 -1.841 -1.649 -0.002
C -3.605 -0.583 -0.880 0.028
C -1.765 -1.849 -1.808 0.019
C -1.255 -3.225 -2.118 0.001
O -0.857 -3.759 -0.847 0.005
C -0.693 -2.697 -0.021 0.026
N -1.077 -1.588 -0.472 -0.059
C -0.040 -3.011 1.301 -0.003
C 0.656 -4.223 1.397 0.000
C 1.449 -4.498 2.544 0.003
C 1.495 -3.597 3.539 -0.001
C 0.824 -2.394 3.445 0.010
C -0.075 -2.154 2.429 -0.008
P -0.784 -0.419 2.331 0.078
C -0.183 0.391 3.736 -0.014
C 1.107 0.977 3.531 0.005
C 1.940 1.274 4.615 0.000
C 1.459 0.985 5.874 0.001
C 0.145 0.567 6.053 0.000
C -0.718 0.272 5.038 0.001
C -2.634 -0.555 2.627 -0.009
C -3.352 0.663 2.744 0.007
C -4.767 0.719 2.739 -0.002
C -5.468 -0.448 2.717 0.003
C -4.746 -1.698 2.703 -0.002
C -3.394 -1.758 2.626 0.006
H -5.090 -1.595 -2.756 0.000
H -3.962 -2.647 -3.576 0.000
H -3.750 -0.937 -3.586 0.000
H -3.546 -2.813 -1.076 0.000
H -3.063 0.224 -1.432 -0.004
H -3.229 -0.573 0.104 -0.003
H -4.680 -0.324 -0.869 0.001
H -1.489 -1.051 -2.484 0.002
H -0.331 -3.131 -2.712 0.000
H -2.086 -3.800 -2.555 0.000
H 0.649 -4.922 0.546 0.000
H 2.059 -5.408 2.529 0.000
H 2.104 -3.847 4.377 0.000
H 0.976 -1.670 4.295 0.002
H 1.542 1.010 2.497 0.003
H 2.963 1.647 4.493 0.000
H 2.136 1.139 6.762 0.000
H -0.132 0.366 7.038 0.000
H -1.681 -0.263 5.207 0.000
H -2.814 1.548 2.734 0.000
H -5.104 1.698 2.793 0.000
H -6.565 -0.448 2.684 0.000
H -5.386 -2.569 2.743 0.000
H -2.843 -2.701 2.548 0.001
C 0.160 4.118 -0.363 0.003
S -1.304 3.251 -0.894 0.001
C -2.541 4.649 -0.431 0.007
O -1.511 2.169 0.136 0.047
H 0.324 4.950 -1.058 0.000
H 1.016 3.414 -0.486 0.001
H -0.001 4.538 0.631 0.000
H -2.140 5.598 -0.845 0.001
H -2.560 4.509 0.611 -0.001
H -3.462 4.365 -0.966 0.000
C 4.064 -1.628 -2.917 0.000
C 3.498 -1.030 -1.665 0.000
C 4.330 0.071 -1.066 0.003
C 3.048 -2.056 -0.623 -0.004
O 2.237 -0.480 -2.212 -0.008
P 1.528 0.802 -1.567 0.041
O 1.540 0.874 -0.053 0.051
O 0.038 0.757 -1.970 0.049
O 2.289 2.052 -2.094 -0.002
C 2.402 2.646 -3.400 0.004
C 2.742 1.604 -4.434 -0.001
C 1.048 3.187 -3.815 0.001
C 3.498 3.697 -3.279 0.000
H 4.926 -2.311 -2.757 0.000
H 4.281 -0.819 -3.566 0.000
H 3.298 -2.261 -3.293 0.000
H 5.355 -0.192 -0.755 0.001
H 3.869 0.592 -0.267 0.000
H 4.619 0.853 -1.824 0.000
H 3.908 -2.752 -0.292 0.000
H 2.324 -2.773 -0.953 -0.001
H 2.705 -1.526 0.219 0.001
H 1.947 0.905 -4.579 0.000
H 3.705 1.045 -4.178 0.000
H 2.800 2.192 -5.403 0.000
H 0.307 2.337 -3.721 0.001
H 0.973 3.682 -4.817 0.000
H 0.771 3.950 -3.132 0.000
H 4.384 3.179 -2.973 0.000
H 3.359 4.297 -2.407 0.000
H 3.740 4.326 -4.155 0.000
```

As for the charge: +1. Its expectation value of S² is 3.757. Its calculated total energy is -4294.1657 Ha. The energy above the lowest of the compared OMol25 structures with the same formula, charge and spin comes out at 1.282 eV. As for the spin multiplicity: 4.

---

Record 2
Formula: C34H48F3N4O5PS
Source: OMol25
Level of theory: ωB97M-V/def2-TZVPD

The geometry in XYZ format:
```
96
Properties=species:S:1:pos:R:3:lowdin_charge:R:1
C 8.529 1.855 1.791 -0.179
C 7.609 2.432 0.601 -0.539
S 5.868 2.695 1.159 0.842
C 4.721 2.541 -0.323 -0.504
O 3.482 2.038 0.213 -0.279
P 2.852 0.764 -0.685 0.643
O 3.000 1.101 -2.175 -0.286
O 1.219 0.662 -0.234 -0.220
C 0.440 1.693 -0.903 -0.226
C -0.896 1.908 -0.036 -0.157
C -1.983 0.759 -0.288 -0.199
C -3.260 1.302 -1.089 -0.201
C -4.578 0.428 -0.787 -0.196
C -5.755 1.281 -0.122 -0.167
C -6.724 0.361 0.760 -0.222
O -6.559 0.544 2.181 -0.259
C -5.687 -0.453 2.759 -0.100
O 3.494 -0.740 -0.316 -0.186
C 4.926 -0.712 -0.152 -0.231
C 5.514 -2.144 0.269 -0.012
C 6.986 -2.201 -0.337 -0.468
F 7.727 -3.201 0.275 0.073
F 7.638 -0.991 -0.030 0.066
F 6.919 -2.332 -1.711 0.111
H 8.130 0.867 2.182 0.067
H 8.620 2.591 2.651 0.073
H 9.590 1.679 1.420 0.079
H 8.050 3.442 0.336 0.069
H 7.723 1.707 -0.256 0.071
H 4.637 3.547 -0.828 0.103
H 5.197 1.845 -1.090 0.082
H 0.122 1.328 -1.931 0.136
H 1.013 2.661 -0.928 0.118
H -1.334 2.919 -0.312 0.110
H -0.686 1.920 1.073 0.113
H -1.545 -0.122 -0.852 0.108
H -2.366 0.391 0.723 0.108
H -3.053 1.208 -2.208 0.106
H -3.427 2.410 -0.896 0.102
H -4.273 -0.369 -0.040 0.088
H -4.991 -0.005 -1.747 0.085
H -6.393 1.716 -0.960 0.101
H -5.383 2.176 0.469 0.095
H -6.656 -0.722 0.430 0.123
H -7.787 0.694 0.510 0.125
H -5.278 -1.194 2.003 0.078
H -4.807 0.091 3.240 0.099
H -6.270 -1.050 3.536 0.095
H 5.212 0.013 0.669 0.100
H 5.467 -0.382 -1.100 0.131
H 4.847 -2.955 -0.161 0.142
H 5.519 -2.266 1.401 0.142
C 9.469 -5.117 1.802 -0.080
C 10.658 -4.425 1.972 -0.072
C 11.630 -4.983 2.787 -0.156
N 11.487 -6.152 3.426 0.050
C 10.328 -6.800 3.247 -0.157
C 9.296 -6.331 2.450 -0.073
H 8.685 -4.715 1.172 0.077
H 10.827 -3.474 1.482 0.101
H 12.578 -4.481 2.948 0.101
H 10.239 -7.743 3.777 0.101
H 8.381 -6.898 2.341 0.100
C -2.542 -4.409 -1.084 -0.083
C -3.497 -4.695 -0.120 -0.078
C -3.328 -4.164 1.148 -0.162
N -2.291 -3.390 1.501 0.056
C -1.381 -3.130 0.552 -0.160
C -1.461 -3.610 -0.746 -0.077
H -2.640 -4.805 -2.089 0.104
H -4.354 -5.316 -0.348 0.100
H -4.049 -4.357 1.935 0.100
H -0.553 -2.504 0.866 0.102
H -0.696 -3.365 -1.472 0.102
C -6.069 1.788 -6.604 -0.082
C -6.043 0.424 -6.360 -0.076
C -6.021 -0.007 -5.043 -0.149
N -6.020 0.820 -3.988 0.058
C -6.044 2.134 -4.250 -0.147
C -6.071 2.665 -5.529 -0.073
H -6.089 2.165 -7.620 0.105
H -6.040 -0.290 -7.174 0.101
H -6.002 -1.064 -4.802 0.103
H -6.040 2.779 -3.378 0.101
H -6.092 3.737 -5.682 0.102
C -6.513 5.859 3.072 -0.087
C -7.208 6.300 1.955 -0.083
C -7.610 5.359 1.021 -0.155
N -7.364 4.045 1.130 0.068
C -6.689 3.644 2.218 -0.143
C -6.247 4.505 3.211 -0.064
H -6.182 6.565 3.827 0.103
H -7.432 7.349 1.814 0.098
H -8.159 5.654 0.133 0.099
H -6.502 2.574 2.280 0.075
H -5.708 4.126 4.070 0.102
```

The SMILES is CCSCO[P@](=O)(OCCCCCCCOC)OCCC(F)(F)F.c1ccncc1.c1ccncc1.c1ccncc1.c1ccncc1. Its calculated total energy is -2958.6698 Ha.

---

Record 3
Formula: C34H48N6O4S2SbV
Source: OMol25
Level of theory: ωB97M-V/def2-TZVPD

The geometry in XYZ format:
```
96
Properties=species:S:1:pos:R:3:mulliken_spin:R:1
V -0.748 0.697 0.259 2.025
N 2.941 2.651 -0.766 0.015
C 4.102 1.995 -0.266 -0.003
C 5.311 2.663 -0.246 0.002
C 6.437 2.033 0.267 -0.002
C 6.338 0.749 0.779 0.003
C 5.113 0.093 0.775 -0.001
C 3.998 0.712 0.236 0.001
S 2.480 -0.184 0.154 -0.008
N 1.325 1.061 -0.131 -0.002
C 1.684 2.239 -0.556 -0.011
C 0.580 3.214 -0.786 0.076
C 0.762 4.502 -1.257 0.003
C -0.346 5.329 -1.393 0.009
C -1.593 4.845 -1.046 -0.003
C -1.696 3.543 -0.586 0.035
N -0.634 2.742 -0.464 -0.105
H 3.082 3.592 -1.090 -0.002
H 5.381 3.672 -0.636 0.000
H 7.386 2.551 0.270 0.000
H 7.209 0.255 1.185 0.000
H 5.036 -0.907 1.184 0.000
H 1.736 4.883 -1.529 0.001
H -0.227 6.338 -1.763 0.000
H -2.483 5.453 -1.130 0.000
H -2.648 3.108 -0.312 -0.003
O -4.178 -0.698 0.128 0.003
C -3.521 -0.005 -0.599 0.010
O -2.535 0.767 -0.088 -0.024
C -3.705 0.074 -2.083 0.001
C -2.937 0.941 -2.856 0.020
C -3.078 0.948 -4.234 0.007
C -3.990 0.083 -4.803 0.000
C -4.786 -0.769 -4.056 0.000
C -4.638 -0.769 -2.679 0.000
N -4.103 0.055 -6.281 0.000
O -4.919 -0.700 -6.758 0.000
O -3.354 0.777 -6.905 0.000
H -2.232 1.598 -2.368 0.000
H -2.499 1.604 -4.868 0.000
H -5.496 -1.412 -4.555 0.000
H -5.232 -1.421 -2.052 0.000
C 3.265 -6.169 1.172 0.000
C 1.750 -6.312 1.277 0.000
C 1.091 -5.290 2.205 -0.001
C 1.396 -3.837 1.863 -0.001
N 1.021 -3.526 0.477 -0.001
C 0.288 -2.515 0.035 0.022
S -0.568 -1.510 1.166 -0.047
N 0.202 -2.336 -1.281 -0.006
C -0.730 -1.452 -1.968 0.055
C -1.137 -1.975 -3.343 0.014
C -0.151 -1.646 -4.461 0.000
C 1.255 -2.206 -4.259 0.000
H 3.694 -6.979 0.585 0.000
H 3.730 -6.194 2.159 0.000
H 3.567 -5.233 0.693 0.000
H 1.507 -7.308 1.649 0.000
H 1.295 -6.269 0.281 0.000
H 1.436 -5.455 3.229 0.000
H 0.009 -5.434 2.209 0.000
H 2.461 -3.625 1.977 0.000
H 0.852 -3.163 2.517 0.002
H 1.390 -4.161 -0.220 0.001
H 0.826 -2.869 -1.871 0.003
H -0.275 -0.454 -2.088 0.000
H -1.607 -1.373 -1.328 -0.053
H -2.104 -1.529 -3.583 0.000
H -1.304 -3.053 -3.270 -0.001
H -0.097 -0.558 -4.575 0.000
H -0.560 -2.025 -5.398 0.000
H 1.779 -1.717 -3.431 0.000
H 1.868 -2.049 -5.145 0.000
H 1.231 -3.284 -4.077 0.000
C -2.911 -0.293 3.921 0.001
C -1.483 0.165 4.216 -0.005
Sb -0.878 1.657 2.820 -0.028
C -2.334 3.193 3.091 0.001
C -2.482 3.643 4.541 -0.004
C 0.935 2.514 3.568 -0.001
C 1.127 2.358 5.074 -0.003
H -3.205 -1.077 4.619 0.000
H -3.019 -0.691 2.910 0.002
H -3.626 0.523 4.030 0.000
H -0.773 -0.659 4.131 0.001
H -1.388 0.584 5.218 -0.002
H -3.272 2.800 2.695 0.001
H -2.037 4.025 2.448 0.002
H -2.745 2.814 5.199 0.000
H -3.273 4.388 4.623 -0.001
H -1.566 4.097 4.920 0.000
H 0.916 3.566 3.272 0.000
H 1.755 2.041 3.025 -0.001
H 0.317 2.813 5.644 0.000
H 2.056 2.836 5.385 -0.001
H 1.186 1.308 5.362 0.000
```

As for the charge: +2. Its expectation value of S² is 2.028. Its calculated total energy is -3934.0284 Ha. The energy above the lowest of the compared OMol25 structures with the same formula, charge and spin comes out at 0.730 eV. As for the spin multiplicity: 3.

---

Record 4
Formula: C34H48N7O2PPmS
Source: OMol25
Level of theory: ωB97M-V/def2-TZVPD

The geometry in XYZ format:
```
94
Properties=species:S:1:pos:R:3:mulliken_spin:R:1
Pm 1.087 -1.252 1.276 4.044
N -0.308 1.810 2.692 -0.001
C 1.078 1.899 2.575 0.000
C 1.701 3.054 3.055 -0.002
C 3.074 3.136 3.029 0.001
C 3.808 2.067 2.520 -0.001
C 3.117 0.994 2.019 0.003
N 1.771 0.911 2.006 -0.024
C -1.066 0.694 3.071 -0.003
C -2.024 0.865 4.072 -0.002
C -2.747 -0.225 4.502 0.000
C -2.532 -1.464 3.905 0.000
C -1.622 -1.531 2.879 0.002
N -0.894 -0.478 2.458 -0.011
H -0.682 2.651 3.102 0.000
H 1.105 3.851 3.479 0.000
H 3.577 4.008 3.424 0.000
H 4.887 2.076 2.512 0.000
H 3.652 0.151 1.593 0.000
H -2.161 1.834 4.533 0.000
H -3.459 -0.122 5.309 0.000
H -3.064 -2.345 4.231 0.000
H -1.453 -2.468 2.353 0.000
S 1.733 -4.115 -2.192 -0.001
C 1.140 -3.597 -0.811 -0.001
N 0.681 -3.187 0.204 -0.006
N 1.926 -4.568 3.232 -0.001
C 1.824 -3.237 3.340 0.002
O 2.413 -2.485 2.480 -0.006
C 1.051 -2.673 4.384 0.003
C 1.107 -1.281 4.515 -0.002
N 1.191 -0.131 4.584 -0.001
C 0.300 -3.448 5.295 0.001
N -0.335 -4.100 6.002 -0.001
H 2.470 -4.960 2.483 0.000
H 1.550 -5.175 3.941 0.000
C -2.992 3.747 -0.978 0.000
C -1.600 3.957 -0.386 0.000
C -0.638 2.841 -0.840 0.002
C -1.386 1.521 -1.102 -0.004
C -2.534 1.413 -0.090 0.002
C -3.616 2.447 -0.440 0.000
P -0.268 0.034 -1.065 0.007
C -1.251 -1.282 -1.958 -0.004
C -2.216 -2.023 -1.010 0.001
C -3.018 -3.043 -1.817 0.000
C -3.990 -2.324 -2.771 0.000
C -3.508 -0.905 -3.098 0.000
C -1.989 -0.861 -3.254 0.000
C 1.093 0.392 -2.303 0.001
C 2.199 1.280 -1.708 0.000
C 3.484 1.211 -2.554 0.000
C 3.167 0.996 -4.043 0.000
C 1.835 1.655 -4.388 0.000
C 0.670 0.940 -3.680 -0.001
H -2.908 3.703 -2.067 0.000
H -3.636 4.596 -0.747 0.000
H -1.677 3.971 0.706 0.000
H -1.204 4.927 -0.689 0.000
H 0.123 2.684 -0.070 0.000
H -0.126 3.162 -1.750 0.000
H -1.832 1.542 -2.100 0.000
H -2.134 1.614 0.903 0.001
H -2.968 0.414 -0.062 0.000
H -4.213 2.655 0.451 0.000
H -4.293 2.031 -1.189 0.000
H -0.468 -2.002 -2.225 0.000
H -2.916 -1.332 -0.534 0.000
H -1.651 -2.520 -0.225 0.000
H -3.567 -3.706 -1.147 0.000
H -2.317 -3.665 -2.381 0.000
H -4.986 -2.272 -2.326 0.000
H -4.087 -2.897 -3.695 0.000
H -3.816 -0.208 -2.312 0.000
H -3.973 -0.560 -4.023 0.000
H -1.693 0.132 -3.583 0.000
H -1.706 -1.553 -4.053 0.000
H 1.515 -0.613 -2.460 0.000
H 2.414 1.000 -0.677 0.001
H 1.852 2.312 -1.683 0.000
H 4.145 0.417 -2.195 0.000
H 4.032 2.147 -2.429 0.000
H 3.109 -0.071 -4.274 0.000
H 3.966 1.413 -4.656 0.000
H 1.667 1.635 -5.465 0.000
H 1.874 2.707 -4.091 0.000
H 0.330 0.112 -4.303 0.000
H -0.162 1.639 -3.578 0.000
C 4.229 -2.311 -0.066 0.001
O 3.149 -1.373 -0.313 -0.002
H 5.189 -1.810 -0.191 0.000
H 4.157 -3.155 -0.750 0.000
H 4.130 -2.664 0.954 0.000
H 3.112 -1.255 -1.267 0.000
```

As for the charge: +1. Its expectation value of S² is 6.005. Its calculated total energy is -3206.0369 Ha. The energy above the lowest of the compared OMol25 structures with the same formula, charge and spin comes out at 0.574 eV. As for the spin multiplicity: 5.

---

Record 5
Formula: C34H49AsNO5PbSSi3
Source: OMol25
Level of theory: ωB97M-V/def2-TZVPD

The geometry in XYZ format:
```
95
Properties=species:S:1:pos:R:3:lowdin_charge:R:1
Pb 0.851 0.658 -1.726 1.337
C -6.008 -0.594 1.036 -0.032
C -4.604 -1.056 1.452 -0.547
C -3.873 0.124 2.088 -0.046
C -4.719 -2.167 2.507 -0.037
C -3.868 -1.604 0.229 -0.144
C -4.410 -2.727 -0.432 -0.014
C -3.819 -3.291 -1.539 -0.056
C -2.641 -2.714 -2.009 -0.446
S -1.694 -3.152 -3.389 1.170
C -0.624 -1.846 -3.051 -0.543
N -0.918 -1.145 -1.997 0.020
C -2.079 -1.605 -1.380 -0.284
C -2.699 -1.046 -0.256 0.031
C 0.522 -1.511 -3.910 -0.271
C 0.830 -2.262 -5.041 -0.036
C 1.896 -1.892 -5.847 -0.047
C 2.650 -0.771 -5.532 -0.047
C 2.349 -0.021 -4.401 -0.094
C 1.284 -0.390 -3.598 -0.209
H -6.528 -0.166 1.896 0.091
H -6.615 -1.418 0.656 0.082
H -5.949 0.172 0.258 0.087
H -4.446 0.488 2.943 0.099
H -3.749 0.961 1.396 0.067
H -2.889 -0.176 2.457 0.065
H -5.241 -1.789 3.389 0.092
H -3.729 -2.511 2.819 0.084
H -5.275 -3.031 2.138 0.080
H -5.330 -3.162 -0.063 0.115
H -4.261 -4.148 -2.030 0.118
H -2.266 -0.162 0.195 0.098
H 0.239 -3.133 -5.299 0.101
H 2.136 -2.477 -6.725 0.116
H 3.478 -0.478 -6.165 0.116
H 2.959 0.842 -4.152 0.097
O 1.157 2.681 -2.596 -0.130
C 2.410 2.900 -2.491 -0.504
O 3.210 2.057 -2.059 -0.126
H 2.748 3.898 -2.795 0.153
C 1.913 -1.260 3.630 -0.194
Si 0.818 -0.703 2.227 0.351
C -0.109 -2.180 1.564 -0.188
C -0.258 0.721 2.747 -0.191
As 2.234 0.091 0.436 0.889
Si 3.784 1.849 1.119 0.372
C 5.393 1.633 0.216 -0.196
C 2.983 3.519 1.010 -0.182
C 4.046 1.407 2.917 -0.217
Si 3.453 -1.799 -0.434 0.343
C 4.352 -2.579 1.002 -0.206
C 4.614 -1.142 -1.741 -0.194
C 2.200 -2.976 -1.186 -0.187
H 1.268 -1.778 4.349 0.051
H 2.393 -0.434 4.154 0.020
H 2.682 -1.966 3.312 0.018
H -0.922 -2.420 2.259 0.046
H 0.547 -3.053 1.509 0.041
H -0.563 -2.019 0.585 -0.001
H -0.829 0.413 3.630 0.053
H -0.967 1.032 1.982 0.010
H 0.338 1.593 3.024 0.040
H 5.292 1.615 -0.865 0.015
H 5.917 0.740 0.566 0.035
H 6.011 2.498 0.487 0.051
H 2.571 3.763 0.034 0.020
H 3.747 4.262 1.265 0.053
H 2.181 3.593 1.746 0.032
H 4.306 0.357 3.071 0.022
H 3.178 1.650 3.533 0.031
H 4.887 2.004 3.288 0.050
H 4.916 -1.850 1.589 0.029
H 5.068 -3.309 0.608 0.047
H 3.671 -3.112 1.669 0.024
H 5.602 -0.932 -1.327 0.035
H 4.243 -0.230 -2.214 0.004
H 4.728 -1.905 -2.519 0.047
H 1.166 -2.796 -0.883 0.005
H 2.451 -3.999 -0.888 0.049
H 2.250 -2.926 -2.276 0.031
O -1.159 4.138 1.997 0.078
C -2.261 3.829 1.296 -0.256
C -3.484 4.337 1.740 0.003
C -4.640 4.053 1.046 -0.058
C -4.616 3.257 -0.104 -0.085
C -3.417 2.740 -0.537 -0.032
C -2.228 3.009 0.155 -0.084
C -0.956 2.407 -0.278 -0.558
O -1.038 1.513 -1.220 -0.160
O 0.135 2.684 0.246 -0.049
H -0.400 3.736 1.525 0.069
H -3.492 4.961 2.626 0.124
H -5.581 4.461 1.397 0.112
H -5.530 3.052 -0.645 0.106
H -3.370 2.113 -1.418 0.122
```

As for the charge: +1. Its calculated total energy is -5451.2453 Ha.

---

The lowest calculated total energy belongs to which entry? C34H49AsNO5PbSSi3

---

What is the formula in the fourth record? C34H48N7O2PPmS